1.
Formula: C31H35F5N4O15
Source: OMol25
Level of theory: ωB97M-V/def2-TZVPD

Last column: Mulliken charge in e.
Element x y z (Å)
C  -3.4253  -1.6500  -1.4228  -0.131
C  -4.0175  -2.9525  -2.0555  0.123
O  -2.8733  -3.3666  -2.7859  -0.369
C  -2.1208  -2.2705  -3.1273  0.662
O  -1.1414  -2.4195  -3.8087  -0.538
O  -2.5956  -1.2344  -2.4254  -0.316
F  -4.9542  -2.5134  -2.8577  -0.328
H  -2.7459  -1.7592  -0.5775  0.786
H  -4.2826  -1.0194  -1.1870  0.396
H  -4.4394  -3.5269  -1.2308  0.488
C  -3.9230  4.2702  1.0387  -0.550
C  -2.7424  4.9589  0.5078  0.134
O  -1.7677  3.9086  0.4473  -0.320
C  -2.1697  2.9373  1.2436  0.447
O  -1.5802  1.9062  1.6677  -0.016
O  -3.4891  3.0477  1.4698  -0.386
F  -2.1867  5.8023  1.2598  -0.292
H  -4.7863  4.3593  0.3792  0.493
H  -4.2077  4.9367  1.8529  0.314
H  -3.0402  5.5307  -0.3711  0.359
C  2.3489  2.9839  -0.6991  0.038
C  3.8729  2.5054  -0.8790  0.256
O  4.0800  1.3926  -0.0514  -0.366
C  2.9448  1.3009  0.7355  0.103
O  3.0446  0.7936  1.7892  -0.446
O  1.8728  2.0529  0.2969  -0.208
F  4.7386  3.5296  -0.7740  -0.405
H  1.6537  2.8076  -1.5199  -0.130
H  2.2695  4.0477  -0.4752  0.491
H  3.9824  2.0368  -1.8570  0.367
C  2.8465  -4.5262  -1.1369  -0.321
C  2.3312  -4.4195  0.3523  0.168
O  1.1778  -3.6962  0.1251  -0.191
C  0.8069  -3.7748  -1.1688  -0.242
O  -0.1965  -3.1905  -1.6619  -0.337
O  1.6561  -4.5436  -1.8638  -0.359
F  3.2630  -3.8586  1.0674  -0.210
H  3.4501  -5.4323  -1.0847  0.385
H  3.5571  -3.7719  -1.4748  0.141
H  2.1816  -5.4268  0.7410  0.277
C  -3.8060  1.0343  2.1189  -0.215
C  -3.3765  0.8336  0.7067  0.952
O  -4.2389  1.7390  -0.0348  -0.579
C  -5.4472  1.6534  0.6509  0.355
O  -6.5391  1.7726  0.1092  -0.612
O  -5.1892  1.2663  1.9010  -0.420
F  -3.3916  -0.4860  0.2549  -0.058
H  -3.2318  1.8297  2.5940  0.426
H  -3.6441  0.0893  2.6374  0.835
H  -2.3388  1.1418  0.5793  -1.186
N  0.5067  -1.3868  -0.1296  0.172
C  -0.7225  -0.7039  -0.1550  0.604
C  -0.4823  0.5387  0.5015  -1.044
C  0.7362  0.2324  1.1655  0.765
C  1.4395  -0.7741  0.6135  -0.131
H  0.6311  -2.2873  -0.5696  1.142
H  -1.6578  -1.0151  -0.5964  -1.244
H  -1.0594  1.4047  0.7900  0.732
H  1.1306  0.9374  1.8824  -0.083
H  2.4539  -1.0966  0.7964  -0.195
N  5.9285  -0.9837  1.0136  -0.111
C  6.9165  -0.9346  0.0811  -0.733
C  6.2408  -1.1541  -1.1593  -1.367
C  4.8691  -1.0564  -0.9757  -0.111
C  4.6939  -1.1070  0.3705  -0.105
H  5.9761  -1.0390  2.0210  0.254
H  7.9824  -0.9825  0.2484  0.439
H  6.7889  -1.5616  -1.9959  0.388
H  4.1258  -1.0843  -1.7587  1.116
H  3.7750  -1.0995  0.9380  1.077
N  -1.4675  -0.8558  2.0318  0.289
C  -2.5387  -1.5885  2.5630  -1.036
C  -2.8779  -1.0904  3.7484  -0.548
C  -2.0987  0.0942  3.9270  -1.314
C  -1.1797  0.1889  2.8598  0.321
H  -1.0796  -1.0537  1.1205  0.110
H  -2.8904  -2.4395  1.9986  0.533
H  -3.7330  -1.4611  4.2942  0.496
H  -2.1815  0.7779  4.7589  0.433
H  -0.3956  0.8651  2.5527  0.277
N  1.0578  0.4030  -1.4414  0.406
C  2.2131  0.5480  -2.1301  -0.736
C  2.0409  1.5697  -3.1024  -0.703
C  0.6450  1.8942  -2.9913  -1.284
C  0.1079  1.2580  -1.9481  -0.157
H  0.8307  -0.2793  -0.7322  1.288
H  2.9768  -0.1820  -1.9056  -0.228
H  2.8418  1.9538  -3.7167  0.510
H  0.1112  2.6671  -3.5242  0.378
H  -0.8452  1.2537  -1.4402  -0.071

* ΔE to the lowest compared entry with this formula, charge and spin: 856.20 kJ/mol
* total charge: 0
* gap between HOMO and LUMO: 7.998 eV
* maximum force: 14.16 eV Å⁻¹

2.
Formula: C4H7CdO3
Source: OMol25
Level of theory: ωB97M-V/def2-TZVPD

Last column: Mulliken charge in e.
Element x y z (Å)
O  -0.4197  0.3620  0.5062  -0.359
C  0.6855  0.0612  -0.0366  0.809
O  0.8338  -0.9053  -0.8433  -0.428
Cd  0.6128  -3.2682  -1.0560  0.562
O  1.5701  1.0120  -0.1633  -0.272
C  1.5158  2.1277  0.7351  -0.635
H  1.4397  1.7789  1.7712  0.327
H  2.4531  2.6682  0.5836  0.238
H  0.6581  2.7633  0.4889  0.295
C  -1.6617  -0.4797  0.4331  -0.376
H  -1.5914  -1.1117  1.3318  0.309
H  -2.4120  0.3037  0.2519  0.287
C  -0.8280  -1.7755  -1.0597  -0.846
H  -1.0395  -1.2954  -2.0243  0.507
H  -1.8166  -2.2413  -0.9186  0.581

* ΔE to the lowest compared entry with this formula, charge and spin: 98.75 kJ/mol
* total charge: +1
* gap between HOMO and LUMO (alpha / beta): 6.551 / 6.552 eV
* maximum force: 6.95 eV Å⁻¹

3.
Formula: C18H14Cl5NO2PdSe2Te2
Source: OMol25
Level of theory: ωB97M-V/def2-TZVPD

Last column: Mulliken spin population.
Element x y z (Å)
Pd  -0.1625  -0.9466  1.3936  1.044
Se  0.5846  -0.5385  3.8696  0.298
Te  0.7583  -2.5020  5.3324  0.167
Te  3.5614  -2.8970  2.7572  0.153
Se  2.3751  -0.8393  2.1168  0.281
C  1.3543  -0.1023  -1.8478  0.029
C  -0.0578  -0.0339  -2.4497  -0.009
C  -0.3588  1.4077  -2.8880  0.003
C  -0.1862  -1.0168  -3.6175  0.005
C  -1.0464  -0.4056  -1.4305  0.015
N  -1.8167  -0.7023  -0.6266  -0.015
H  2.0746  0.2059  -2.6100  0.001
H  1.5869  -1.1163  -1.5272  -0.003
H  1.4233  0.5488  -0.9793  -0.009
H  0.3769  1.7149  -3.6356  0.000
H  -0.2915  2.0825  -2.0342  0.001
H  -1.3561  1.4879  -3.3240  0.000
H  0.5322  -0.7444  -4.3942  0.000
H  -1.1892  -0.9913  -4.0466  -0.001
H  0.0276  -2.0334  -3.2837  0.001
Cl  -2.7578  -2.2898  2.9975  0.004
C  -1.7822  -3.4752  2.1671  -0.058
C  -0.7120  -3.0086  1.4164  0.054
C  -0.0283  -3.9680  0.6798  0.029
Cl  1.2430  -3.4383  -0.4022  0.004
C  -0.3218  -5.3228  0.7280  0.003
Cl  0.5718  -6.4864  -0.1885  0.002
C  -1.3755  -5.7502  1.5373  -0.003
Cl  -1.7627  -7.4279  1.6347  -0.001
C  -2.1241  -4.8150  2.2518  -0.003
Cl  -3.4559  -5.3490  3.2139  0.002
O  -1.7010  2.0368  1.6708  0.007
C  -0.5951  2.0695  1.1283  -0.002
O  0.1754  1.0982  0.8298  0.000
C  -0.0214  3.4284  0.7390  0.001
C  1.3510  3.6582  0.7974  -0.004
C  1.8683  4.8962  0.4540  0.000
C  1.0227  5.9099  0.0195  0.001
C  -0.3437  5.6818  -0.0517  0.000
C  -0.8627  4.4518  0.3207  0.001
H  1.9946  2.8436  1.1067  0.003
H  2.9367  5.0684  0.5177  0.000
H  1.4293  6.8752  -0.2609  0.000
H  -1.0086  6.4686  -0.3902  0.000
H  -1.9301  4.2664  0.3085  0.000

* ΔE to the lowest compared entry with this formula, charge and spin: 10.20 kJ/mol
* total charge: -2
* gap between HOMO and LUMO (alpha / beta): 5.172 / 5.346 eV
* maximum force: 0.86 eV Å⁻¹
* 2S+1: 3

4.
Formula: C37H59BeF3FeIN3O15
Source: OMol25
Level of theory: ωB97M-V/def2-TZVPD

Last column: Mulliken spin population.
Element x y z (Å)
Fe  20.9952  4.3432  13.8721  3.758
Be  23.0213  5.2338  10.1999  0.004
C  22.0554  8.4594  12.1830  -0.002
C  21.5708  7.2452  12.7794  -0.002
C  20.7153  7.2408  14.0795  -0.020
O  20.4408  6.1370  14.5841  0.019
C  20.2176  8.5786  14.5135  0.018
C  20.6135  9.6797  13.8204  -0.001
C  21.4894  9.6199  12.5545  -0.001
O  21.8087  10.7543  11.8631  -0.004
O  19.9492  10.7076  14.1864  0.012
O  21.8343  6.1358  12.2482  0.065
H  22.7125  8.3756  11.3300  0.001
H  19.5742  8.5950  15.3808  -0.001
C  25.9699  6.5238  13.3752  -0.002
C  26.3581  7.0615  14.5866  -0.001
C  25.5481  6.7968  15.7723  0.000
O  25.9188  7.3505  16.9158  0.009
C  24.3396  6.0006  15.7344  0.009
C  23.9755  5.3729  14.5486  -0.008
C  24.7776  5.7336  13.3179  0.001
O  24.3788  5.1883  12.2477  0.005
O  22.8433  4.8867  14.4274  0.017
O  27.4890  7.7566  14.5078  -0.002
H  26.4212  6.8056  12.4353  0.000
H  23.6318  5.9769  16.5498  0.001
C  21.8610  2.0060  12.4075  -0.005
O  21.6592  2.3481  13.8252  0.006
O  21.8495  3.2863  11.7806  0.047
C  22.8947  0.9327  11.9671  -0.007
F  22.7190  0.5994  10.7172  0.000
F  24.1991  1.3265  11.9411  0.000
F  22.9224  -0.2576  12.5869  0.000
C  21.9120  1.2765  14.8159  0.004
C  23.3166  0.8965  15.2535  0.006
H  23.2998  0.5248  16.2781  0.000
H  23.7630  0.2826  14.4713  0.000
H  23.8188  1.8634  15.2857  -0.001
H  21.2794  0.4222  14.5748  0.000
H  21.4119  1.5355  15.7491  0.001
H  20.8504  1.6606  12.1897  -0.009
I  21.2939  6.6368  7.9830  0.000
C  27.2677  6.2786  5.3582  0.000
C  25.9821  7.0292  4.8636  0.000
C  26.0446  7.5054  3.3869  0.000
C  25.7744  6.3915  2.3645  0.000
C  24.4173  5.9310  2.7006  0.000
C  24.3074  5.2863  4.0849  0.000
N  24.7458  6.2854  5.0344  0.000
O  24.5696  5.9486  6.3482  0.000
C  22.7935  4.9641  4.2255  0.000
C  25.0986  3.9500  4.0936  0.000
C  25.9254  8.3723  5.6941  0.000
H  28.2063  6.8327  5.3506  0.000
H  27.6087  5.4906  4.6867  0.000
H  27.1686  5.6916  6.2713  0.000
H  25.2393  8.2039  3.1597  0.000
H  27.0028  8.0105  3.2649  0.000
H  26.5876  5.6781  2.4979  0.000
H  25.9075  6.7992  1.3624  0.000
H  24.3034  5.1078  1.9953  0.000
H  23.6620  6.6632  2.4153  0.000
H  22.5489  4.3027  5.0566  0.000
H  22.1069  5.7865  4.0248  0.000
H  22.4950  4.2698  3.4401  0.000
H  24.6436  3.2457  3.3972  0.000
H  26.0689  4.0386  3.6050  0.000
H  25.1959  3.4510  5.0578  0.000
H  25.6768  8.2173  6.7440  0.000
H  25.1064  9.0492  5.4510  0.000
H  26.7345  9.0819  5.5208  0.000
H  23.9567  6.6038  6.6896  0.000
C  24.9717  8.0961  9.8467  0.000
O  25.0265  6.7142  9.5563  0.000
C  26.3365  6.0737  9.5284  0.000
C  26.2215  4.5484  9.5597  0.000
N  25.0021  4.3280  8.7572  -0.001
C  24.9186  2.9763  8.2981  0.000
C  23.5708  2.6106  7.7540  -0.001
O  22.6504  3.2185  8.6991  0.003
C  21.3858  2.8728  8.3474  0.002
H  24.9284  8.2463  10.9254  0.000
H  24.0273  8.5384  9.5293  0.000
H  25.8026  8.6636  9.4277  0.000
H  27.0240  6.1649  10.3694  0.000
H  26.9497  6.5600  8.7698  0.000
H  26.1554  4.0817  10.5425  0.000
H  27.0828  4.1223  9.0451  0.000
H  25.1011  4.9622  7.9773  0.000
H  25.0326  2.2929  9.1396  0.000
H  25.8257  2.8053  7.7184  0.000
H  23.3848  1.5420  7.6471  0.000
H  23.6050  3.0573  6.7604  0.000
H  21.2353  1.8050  8.5062  0.000
H  21.2512  3.0040  7.2737  0.000
H  20.8248  3.4948  9.0448  0.000
C  20.8442  4.4145  16.9822  -0.001
O  20.4076  3.6739  15.8898  0.023
C  19.1038  3.2951  16.1040  -0.001
C  18.4446  2.9646  14.8132  0.019
N  18.8120  3.9142  13.7607  0.039
C  18.1034  3.4813  12.5640  0.002
C  18.4010  4.4205  11.3227  0.005
O  18.1325  5.7364  11.8858  -0.001
C  18.5628  6.8015  11.0464  0.001
H  20.7873  3.8037  17.8832  0.002
H  20.1341  5.2200  17.1696  0.001
H  21.7888  4.9126  16.7642  0.001
H  18.5731  4.1735  16.4711  -0.003
H  18.9428  2.5459  16.8792  0.002
H  17.3788  2.7610  14.7103  0.000
H  18.9029  2.0492  14.4388  -0.002
H  18.3960  4.8163  13.9430  -0.002
H  17.0157  3.5445  12.5944  -0.004
H  18.3183  2.4637  12.2378  0.004
H  17.8977  4.0587  10.4261  0.000
H  19.4512  4.4333  11.0309  -0.007
H  18.2431  6.6617  10.0137  0.000
H  19.6472  6.9108  11.0588  -0.001
H  18.2728  7.7696  11.4546  0.000

* total charge: -2
* gap between HOMO and LUMO (alpha / beta): 4.924 / 4.910 eV
* maximum force: 7.66 eV Å⁻¹
* 2S+1: 5

Which of these has the lowest maximum force? C18H14Cl5NO2PdSe2Te2

Among the records above, which one has the highest total charge? C4H7CdO3

Look up the maximum force of the first one. 14.16 eV Å⁻¹